Entry 1:
Formula: C4H7ClN2
Source: the OMol25 dataset
Level of theory: ωB97M-V/def2-TZVPD

```
14
C4H7ClN2 ωB97M-V/def2-TZVPD
C -0.74586 1.61290 0.69181
C -0.33513 0.21819 0.32500
C 0.88320 -0.07930 -0.26774
C 1.17996 -1.44010 -0.64419
Cl 2.05617 1.13358 -0.64285
H 0.10691 2.27697 0.30516
H -0.80427 1.59950 1.71542
H -1.65456 1.77300 0.03927
H -1.10747 -0.50194 0.51595
H 0.20674 -2.09126 -0.78192
H 1.84612 -2.02834 0.14691
H 1.73473 -1.50756 -1.59625
N -4.11137 0.31797 -0.31315
N -3.47496 0.34003 -1.21594
```

## Properties
HOMO level = -8.82 eV
SMILES string = C/C=C(/C)Cl.N#N
charge = 0

=====

Entry 2:
Formula: C39H39BaN5O2Te
Source: the OMol25 dataset
Level of theory: ωB97M-V/def2-TZVPD

```
87
C39H39BaN5O2Te ωB97M-V/def2-TZVPD
Ba 0.13736 0.52577 -1.83563
C 3.52960 0.74219 -1.71794
N 2.51576 1.27495 -0.81210
C 2.58482 0.61601 0.49749
C 2.53571 2.73006 -0.63779
C 3.76134 3.31915 -0.38380
C 3.88033 4.64517 0.01071
C 2.71287 5.35274 0.21609
C 1.47466 4.79295 -0.05021
C 1.30920 3.48841 -0.56236
N 0.11270 2.89183 -0.88281
C -1.14018 3.47040 -0.76151
C -1.39742 4.84846 -0.89978
C -2.62646 5.40816 -0.60308
C -3.68316 4.61945 -0.18429
C -3.50602 3.24429 -0.17916
C -2.29264 2.65665 -0.50256
N -2.26717 1.20074 -0.68232
C -3.22623 0.78783 -1.70907
C -2.45339 0.44358 0.55349
H 4.52869 0.72823 -1.26524
H 3.58181 1.36367 -2.61314
H 3.27903 -0.28337 -2.00737
H 3.54180 0.83753 0.98643
H 2.46297 -0.46461 0.40018
H 1.78155 0.99832 1.13099
H 4.65174 2.70732 -0.46271
H 4.84904 5.08968 0.19107
H 2.74922 6.36759 0.59458
H 0.60563 5.38972 0.17025
H -0.61443 5.48462 -1.27948
H -2.75371 6.47894 -0.70524
H -4.63379 5.05586 0.08880
H -4.34364 2.59806 0.05717
H -4.26475 0.86392 -1.36454
H -3.03597 -0.24212 -2.02432
H -3.12736 1.44259 -2.57640
H -3.40878 0.68004 1.03970
H -1.64514 0.67694 1.24604
H -2.41725 -0.62681 0.34059
O 0.76386 -2.67134 1.23804
C 0.48077 -2.80624 0.06831
N 0.39688 -4.00787 -0.59119
C -0.07946 -3.86815 -1.94367
C -0.13380 -2.33008 -2.01909
O -0.44566 -1.73743 -3.07397
N 0.21601 -1.77160 -0.83469
C 0.91280 -4.35048 -2.99289
C 0.51069 -4.45562 -4.32183
C 1.41487 -4.84072 -5.29569
C 2.73086 -5.12545 -4.95500
C 3.13568 -5.01541 -3.63599
C 2.23098 -4.62596 -2.65727
C -1.45468 -4.50275 -2.10341
C -2.62766 -3.76334 -2.05855
C -3.86109 -4.39631 -2.12562
C -3.93479 -5.77465 -2.23738
C -2.76633 -6.52123 -2.28417
C -1.53658 -5.88771 -2.22182
H 0.36015 -4.86555 -0.06752
H -0.51212 -4.22772 -4.58980
H 1.09147 -4.92023 -6.32526
H 3.43448 -5.43305 -5.71717
H 4.15940 -5.23387 -3.36117
H 2.55016 -4.53538 -1.62766
H -2.59438 -2.68465 -1.98203
H -4.76695 -3.80523 -2.09344
H -4.89707 -6.26578 -2.29233
H -2.81217 -7.59823 -2.37517
H -0.62672 -6.47330 -2.27774
C -0.84122 1.36853 3.88126
Te -0.01950 2.95132 2.69009
C 1.48303 2.98732 4.21073
C 0.85995 2.35072 5.42409
C 1.39875 2.52689 6.69282
C 0.81486 1.92644 7.79597
C -0.31632 1.13952 7.63599
C -0.85676 0.95847 6.37341
C -0.27792 1.56091 5.26321
H -0.53618 0.40628 3.46682
H -1.92849 1.42058 3.87846
H 1.78262 4.01512 4.40543
H 2.35807 2.43165 3.87235
H 2.27768 3.14718 6.81911
H 1.23731 2.07770 8.78071
H -0.78020 0.67309 8.49513
H -1.74366 0.34872 6.24891
```

## Properties
HOMO level = -6.59 eV
charge = 0

=====

Entry 3:
Formula: C4H5NO2
Source: the OMol25 dataset
Level of theory: ωB97M-V/def2-TZVPD

```
12
C4H5NO2 ωB97M-V/def2-TZVPD
O 0.05579 -1.07201 -2.34462
C 0.73181 -0.79396 -1.41010
C 1.31980 -0.59605 -0.29318
C 0.49424 0.05480 0.81831
C -0.96985 -0.32342 0.66836
N -1.90997 0.39406 0.12428
O -1.70205 1.61025 -0.48240
H 2.30657 -0.82957 -0.01621
H 0.79078 1.12612 0.86841
H 0.89946 -0.22512 1.78718
H -1.25176 -1.40032 0.96526
H -0.76483 2.05525 -0.68527
```

## Properties
HOMO level = -9.32 eV
SMILES string = O=C=CC/C=N\O
charge = 0

=====

Entry 4:
Formula: C16H39B4CaF16MnN6O8
Source: the OMol25 dataset
Level of theory: ωB97M-V/def2-TZVPD

```
91
C16H39B4CaF16MnN6O8 ωB97M-V/def2-TZVPD
Mn 1.02220 4.24880 0.87451
Ca -0.64745 2.59834 -3.66246
N 0.19696 1.39340 -0.61263
O 0.81375 2.22419 0.05155
O -0.56083 1.78081 -1.54617
O 0.48743 0.17738 -0.41721
N 1.70627 4.89178 -2.28968
O 1.03221 4.15510 -2.94887
O 2.36427 5.78962 -2.84059
O 1.63768 4.84915 -1.04782
C 2.48696 -1.81855 -2.25994
C 1.96347 -2.63687 -3.55541
N 0.50270 -2.83633 -3.54968
C -0.36574 -3.26716 -2.54994
C -1.64581 -3.37635 -3.05652
N -1.57623 -2.71200 -4.30158
C -0.32052 -2.45078 -4.58554
C -2.70724 -2.51476 -5.25149
H 1.94355 -0.89323 -2.06868
H 3.53182 -1.50894 -2.28265
H 2.30987 -2.45088 -1.38995
H 2.35018 -3.65353 -3.48494
H 2.21551 -2.27082 -4.55069
H 0.00220 -3.55202 -1.57533
H -2.64226 -3.64563 -2.73873
H -0.08999 -2.19665 -5.60959
H -2.36899 -2.22312 -6.24579
H -3.41499 -1.76744 -4.89277
H -3.32949 -3.40968 -5.24652
C 2.94965 -2.34042 1.46121
N 2.37008 -2.18811 2.84772
C 0.86798 -1.94495 2.86904
C 2.47878 -3.58614 3.57239
C 3.19134 -1.14241 3.71471
C 2.57838 0.22195 3.88419
O 3.57941 1.16817 4.25143
H 2.74796 -1.37081 1.00592
H 2.63615 -3.24889 0.94692
H 4.00421 -2.34443 1.73687
H 0.37606 -2.80703 2.41852
H 0.80108 -1.09238 2.19321
H 0.43912 -1.87999 3.86902
H 3.54872 -3.77397 3.48270
H 1.77341 -4.30573 3.15676
H 2.23367 -3.49465 4.63053
H 4.15075 -1.01967 3.21217
H 3.28166 -1.48759 4.74466
H 1.81977 0.11078 4.65895
H 2.02546 0.61868 3.03274
H 3.53003 1.92176 3.65876
C -3.75310 1.21606 0.41480
N -3.51225 -0.31093 0.71745
C -4.95955 -0.96102 0.95089
C -2.88435 -0.88879 -0.65502
C -2.64551 -0.42440 1.99367
C -2.80582 -1.84033 2.74966
O -2.76598 -2.91882 1.81665
H -4.43379 1.57072 1.18874
H -4.29021 1.39852 -0.51597
H -2.78183 1.70855 0.46175
H -4.82676 -2.04226 0.98818
H -5.43202 -0.73694 -0.00550
H -5.29461 -0.47505 1.86722
H -2.11024 -0.27415 -1.11447
H -3.82613 -1.02951 -1.18543
H -2.47975 -1.86045 -0.37173
H -2.90081 0.48309 2.54085
H -1.58147 -0.33810 1.77353
H -3.79151 -1.84977 3.21488
H -2.01146 -2.09681 3.45059
H -2.77452 -3.79256 2.21429
B -0.68732 3.01617 3.06665
F -0.92611 3.08914 4.38805
F -0.28119 1.78619 2.71405
F -1.84265 3.16071 2.37742
F 0.21920 4.07008 2.67739
B 3.85890 3.96442 1.99094
F 4.66525 5.12567 2.08042
F 4.54218 2.81330 1.92491
F 3.09864 3.94263 3.15245
F 3.02894 4.03204 0.87133
B -1.78185 4.75416 -0.79399
F -2.88554 3.96600 -0.55499
F -1.38234 4.50084 -2.03309
F -2.14281 6.10446 -0.76049
F -0.94693 4.59876 0.27603
B 1.43755 1.50371 -5.10227
F 1.98891 0.42323 -5.74734
F 2.09807 2.60234 -5.49841
F 0.13019 1.69422 -5.49913
F 1.38944 1.37689 -3.73824
```

## Properties
HOMO level (alpha / beta) = -4.10 / -8.79 eV
charge = 0
2S+1 = 7

=====

Entry 5:
Formula: C25H23BF4O4
Source: the OMol25 dataset
Level of theory: ωB97M-V/def2-TZVPD

```
57
C25H23BF4O4 ωB97M-V/def2-TZVPD
F 0.99198 -1.37585 -5.56724
C -0.10540 -0.89226 -4.88076
C -0.91360 0.06248 -5.49109
C -1.95627 0.58448 -4.72322
F -2.73105 1.58985 -5.26117
C -2.17910 0.21828 -3.40159
C -1.20590 -0.57781 -2.76798
C -0.85210 -0.34739 -1.25666
C -0.31764 -1.64578 -0.59708
C -1.40472 -2.58533 -0.28845
C -1.18482 -3.95065 -0.07969
C -2.03126 -4.68838 0.80511
C -1.81827 -6.04281 0.97805
F -2.58471 -6.71307 1.89707
C -0.82040 -6.76038 0.30538
C -0.01292 -6.02827 -0.55957
F 0.96869 -6.70266 -1.25315
C -0.12311 -4.66649 -0.74412
C -0.29208 -1.30783 -3.56335
H -0.72824 0.39754 -6.49956
H -3.01119 0.64480 -2.83348
H -1.76477 -0.04680 -0.75020
H 0.47129 -2.11578 -1.20584
H -2.40799 -2.17455 -0.10660
H -2.82913 -4.15019 1.31768
H -0.65372 -7.81367 0.49016
H 0.53075 -4.14085 -1.44697
H 0.38110 -2.06250 -3.16021
C 1.30226 6.08725 4.61548
C 1.65143 4.70673 4.31020
C 2.82590 3.98316 4.43069
C 2.60845 2.74980 3.76974
C 1.29807 2.75913 3.29236
B 0.67886 1.96467 1.98598
O 0.89704 3.20284 1.18361
C 0.73648 2.79906 -0.14601
C 0.35212 1.30807 -0.05921
C 0.05296 0.80811 -1.40719
C -0.97393 1.17623 0.86777
O -0.67887 1.54627 2.16900
C 1.58448 0.51362 0.53099
O 1.70139 0.92035 1.85164
O 0.71195 3.93984 3.65596
H 2.06169 6.48757 5.29547
H 1.30109 6.70290 3.70038
H 0.31331 6.14573 5.08897
H 3.74819 4.32901 4.88071
H 3.31315 1.94575 3.61500
H -0.07020 3.38192 -0.63564
H 1.66302 2.92890 -0.73251
H 0.12471 -1.45409 0.38253
H -0.46350 1.61187 -1.94108
H 1.00043 0.57850 -1.92701
H -1.75157 1.85673 0.46114
H -1.36516 0.14606 0.95790
H 1.47524 -0.58786 0.51719
H 2.48559 0.75371 -0.06953
```

## Properties
HOMO level = -5.98 eV
charge = 0

=====

Entry 6:
Formula: C14H6Cl16F4N2
Source: the OMol25 dataset
Level of theory: ωB97M-V/def2-TZVPD

```
42
C14H6Cl16F4N2 ωB97M-V/def2-TZVPD
F -2.01438 0.52653 2.28807
C -2.49469 1.11938 1.17604
F -3.37957 2.09498 1.49646
C -3.14956 0.06669 0.20663
F -4.43466 0.44269 -0.03142
F -3.19808 -1.14259 0.80488
C -2.36776 0.03342 -1.09773
C -2.90711 0.64995 -2.19038
C -2.19140 0.67735 -3.41086
C -0.96053 0.09258 -3.49804
C -0.40235 -0.57970 -2.39073
N 0.82406 -1.16354 -2.53269
C 1.28922 -1.72463 -1.45500
C 0.57316 -1.75830 -0.22485
N -0.59805 -1.21920 -0.05193
C -1.09740 -0.60183 -1.16335
H -1.65140 1.60482 0.67510
H -3.87635 1.12528 -2.13890
H -2.61625 1.19682 -4.26014
H -0.41202 0.13472 -4.43066
H 2.27064 -2.18815 -1.49885
H 1.03197 -2.25276 0.62746
Cl -0.28529 4.92410 -4.45778
C 0.62082 4.13734 -3.16183
Cl 0.63053 5.17866 -1.73282
Cl -0.15464 2.58693 -2.77931
Cl 2.27904 3.84569 -3.69205
Cl 1.55823 1.84109 4.57460
C 0.01026 2.39174 5.23395
Cl -1.16769 2.50736 3.92840
Cl -0.55790 1.23269 6.43905
Cl 0.22640 3.97360 5.99590
Cl 5.56554 -1.57194 4.38355
C 5.52888 0.19312 4.42726
Cl 7.03145 0.83193 3.75600
Cl 4.16186 0.77555 3.46832
Cl 5.34476 0.73985 6.09483
Cl 1.42800 -7.19204 -1.16525
C 0.19289 -6.14845 -1.87585
Cl 0.72773 -4.46028 -1.79019
Cl -0.06065 -6.59670 -3.56403
Cl -1.31774 -6.32472 -0.98186
```

## Properties
HOMO level = -9.66 eV
SMILES string = FC(F)C(F)(F)c1cccc2nccnc12.ClC(Cl)(Cl)Cl.ClC(Cl)(Cl)Cl.ClC(Cl)(Cl)Cl.ClC(Cl)(Cl)Cl
charge = 0

=====

Entry 7:
Formula: C25H33N2O5PtS2
Source: the OMol25 dataset
Level of theory: ωB97M-V/def2-TZVPD

```
68
C25H33N2O5PtS2 ωB97M-V/def2-TZVPD
Pt 0.18343 -0.55320 0.32076
C 0.01002 3.51357 -2.61051
O -0.19492 3.52388 -1.18136
C -0.04685 2.36526 -0.56997
O 0.25457 1.31269 -1.12076
N -0.25286 2.47462 0.76194
N -0.14809 1.32206 1.54502
H -0.17933 4.53158 -2.93046
H -0.68581 2.82376 -3.08089
H 1.03369 3.22439 -2.83558
H -0.50053 3.35897 1.17530
H -1.00319 1.18158 2.07225
H 0.65646 1.38500 2.16269
C 3.28533 -0.02476 -1.68091
S 3.29699 0.92689 -0.16253
O 2.45554 0.14788 0.83712
C 4.98460 0.63188 0.31480
C 5.94875 1.54607 -0.08214
C 7.27241 1.31670 0.26411
C 7.60773 0.19677 1.01174
C 6.62659 -0.69899 1.41843
C 5.30181 -0.48629 1.07072
H 3.59935 -1.04571 -1.47519
H 3.97407 0.45597 -2.37548
H 2.26955 0.00734 -2.07074
H 5.67149 2.42774 -0.64782
H 8.03763 2.01825 -0.03876
H 8.63925 0.02504 1.28829
H 6.89425 -1.56341 2.01090
H 4.51884 -1.16152 1.39095
O -2.10712 -0.65905 -0.08148
S -2.75480 -1.85094 0.61919
C -4.48465 -1.43717 0.68083
C -5.10760 -0.85904 -0.41819
C -6.45617 -0.56451 -0.33964
C -7.16886 -0.85495 0.82105
C -6.53531 -1.42970 1.91056
C -5.17688 -1.71916 1.84674
C -2.83672 -3.14774 -0.60756
C -3.43965 -4.34808 -0.26253
C -3.46898 -5.37365 -1.19294
C -2.89470 -5.19154 -2.44552
C -2.28984 -3.98604 -2.76913
C -2.25162 -2.95124 -1.84354
H -4.53568 -0.64561 -1.31217
H -6.95949 -0.11481 -1.18499
H -8.22544 -0.62833 0.87235
H -7.09206 -1.64800 2.81172
H -4.66405 -2.15638 2.69486
H -3.88616 -4.48317 0.71592
H -3.93793 -6.31509 -0.94072
H -2.91787 -5.99462 -3.16989
H -1.84067 -3.85026 -3.74404
H -1.76919 -2.00843 -2.06280
C 0.36946 -4.77511 0.84471
C 1.02063 -3.39893 0.91529
C 1.37842 -3.03776 2.35319
C 2.25852 -3.33647 0.02976
O 0.04367 -2.47986 0.43001
H 1.05941 -5.55115 1.17862
H 0.06494 -4.99379 -0.18018
H -0.51862 -4.80300 1.47839
H 2.07757 -3.76342 2.77217
H 0.47931 -3.02773 2.97157
H 1.84254 -2.04876 2.38800
H 2.99383 -4.08342 0.33352
H 2.71367 -2.34812 0.11628
H 1.98850 -3.51622 -1.01224
```

## Properties
HOMO level (alpha / beta) = -10.51 / -11.35 eV
charge = +1
2S+1 = 3

=====

Entry 8:
Formula: C18H42BF3O11P2S
Source: the OMol25 dataset
Level of theory: ωB97M-V/def2-TZVPD

```
78
C18H42BF3O11P2S ωB97M-V/def2-TZVPD
O 4.99052 2.53500 -0.64471
S 4.99848 2.76063 -2.06325
O 3.78629 3.29724 -2.59072
O 6.21315 3.72913 -2.37772
C 5.27758 1.21243 -2.91791
C 6.15743 1.35924 -4.15253
C 6.52141 0.00869 -4.80906
B 7.78932 -0.69653 -4.18612
C 7.95981 -0.82548 -2.63176
C 9.25972 -1.47698 -2.13981
C 9.70716 -0.90741 -0.82160
F 10.86378 -1.46598 -0.39121
F 8.77273 -1.14535 0.13563
F 9.89565 0.43455 -0.86196
H 6.89162 3.61039 -1.69793
H 5.70321 0.56451 -2.15484
H 4.27396 0.86735 -3.15047
H 5.60631 1.95690 -4.87822
H 7.07167 1.90433 -3.92208
H 5.68333 -0.69419 -4.75937
H 6.77114 0.21531 -5.84939
H 8.65218 -1.12220 -4.89939
H 7.07636 -1.34534 -2.24928
H 7.88621 0.19173 -2.22853
H 9.08218 -2.53612 -1.95732
H 10.04381 -1.40491 -2.88969
C -2.13588 -0.18973 2.73207
C -1.65429 0.79548 1.68338
O -0.60120 1.63407 2.16142
P 0.83864 1.00771 2.46113
O 1.36353 0.24364 1.32461
O 1.65799 2.36588 2.62205
C 2.71670 2.70947 1.71699
C 2.21548 3.45060 0.49661
O 0.77358 0.67452 4.01256
C 1.01723 -0.62936 4.58061
C 2.16859 -1.37828 3.94071
H -1.38594 -0.96258 2.91545
H -3.04803 -0.68894 2.40196
H -2.33365 0.32037 3.67523
H -1.33078 0.27035 0.78117
H -2.46992 1.46340 1.40786
H 3.26894 1.81712 1.42471
H 3.40729 3.33706 2.28053
H 1.30929 3.00111 0.08883
H 2.98121 3.46659 -0.26757
H 1.95806 4.48050 0.75508
H 0.09947 -1.22028 4.53765
H 1.22790 -0.45406 5.63437
H 2.01144 -1.51862 2.87149
H 2.26796 -2.36332 4.39769
H 3.10558 -0.83561 4.07069
C -5.60415 0.73686 0.46903
C -5.55781 -0.56295 -0.30959
O -6.36486 -1.58824 0.27930
P -7.95472 -1.45097 0.26854
O -8.49161 -1.20147 -1.07253
O -8.31846 -2.94554 0.71312
C -9.03418 -3.82131 -0.15836
C -8.10501 -4.58275 -1.08453
O -8.27691 -0.78605 1.67083
C -9.01538 0.44347 1.84667
C -10.20838 0.58651 0.92406
H -6.57816 1.22083 0.36640
H -4.85097 1.43366 0.10022
H -5.42745 0.55656 1.53040
H -5.86417 -0.40254 -1.34574
H -4.54167 -0.95538 -0.32314
H -9.77972 -3.26564 -0.72732
H -9.57567 -4.51504 0.48549
H -7.34407 -3.92380 -1.50192
H -8.66510 -5.04045 -1.90043
H -7.58321 -5.37105 -0.53985
H -8.33586 1.29125 1.73623
H -9.34522 0.43931 2.88408
H -9.91435 0.53668 -0.12407
H -10.69092 1.54967 1.09154
H -10.93620 -0.20560 1.10351
```

## Properties
HOMO level = -10.09 eV
SMILES string = O=S(=O)(O)CCCBCCC(F)(F)F.CCOP(=O)(OCC)OCC.CCOP(=O)(OCC)OCC
charge = 0

=====

no.,electronic energy (Ha),maximum force (eV/A)
1,-726.3063,4.74
2,-2227.4123,1.14
3,-360.5144,4.52
4,-5089.9528,4.82
5,-1691.5390,6.97
6,-8409.0717,1.05
7,-2373.5337,0.12
8,-2944.2225,3.60